No. 1
DFT (wB97M-V/def2-TZVPD) results for 3 unconnected molecules or ions with the total composition C8H15NO3S at a distorted geometry.

The geometry in XYZ format:
```
28
Properties=species:S:1:pos:R:3:forces:R:3:lowdin_charge:R:1
C -3.44242 1.70511 -0.97943 -0.109 1.459 -0.039 -0.455
C -0.53614 -2.43063 0.56820 -4.500 -0.695 0.302 -0.202
C -0.93957 -1.38106 -0.48933 2.468 0.665 -1.428 -0.449
C -2.00330 -1.92047 -1.43465 1.557 -2.048 3.715 -0.049
C 1.65518 0.32565 0.94834 3.043 2.818 -1.236 -0.056
C 0.38194 1.71698 -0.71834 2.117 1.261 0.084 -0.077
C -0.09499 1.99617 1.74140 -0.021 -1.675 0.595 -0.080
C 0.50650 1.15504 0.67785 -2.722 -0.768 -1.334 -0.408
N -1.31167 -0.17438 0.25255 1.920 1.859 -1.236 -0.388
O -2.97598 2.71646 -0.66739 0.676 0.241 0.472 0.190
O -4.02670 0.80626 -1.37280 -0.576 -1.760 -0.394 0.214
O -1.04234 -1.96446 1.84383 0.708 -0.109 0.322 -0.464
S -1.99454 -0.57264 1.60101 -0.742 -1.434 1.121 0.928
H -1.12426 -3.39905 0.38128 0.885 1.141 -0.030 0.136
H 0.45420 -2.68048 0.63601 2.625 -0.184 0.324 0.077
H -0.05652 -1.07014 -1.18213 -1.031 -0.544 1.356 0.151
H -2.19197 -1.18483 -2.06785 -1.218 2.764 -3.309 0.022
H -2.80160 -2.09397 -0.76276 -1.513 -0.334 0.222 0.068
H -1.67725 -2.86695 -1.83288 0.084 -0.132 -0.533 0.088
H 2.28707 1.32187 1.28682 -0.275 -2.468 -0.823 0.162
H 1.71620 -0.29579 1.79277 -0.424 -0.899 1.038 0.067
H 2.13693 -0.10778 0.01133 -0.649 0.439 1.412 0.107
H 0.95487 1.17498 -1.48799 -0.123 -0.013 0.448 0.079
H 0.79583 2.78704 -0.71699 -0.596 -1.268 -0.086 0.119
H -0.63136 1.72680 -1.02071 -0.955 0.325 -0.194 0.034
H -0.62196 2.74391 1.23174 -0.997 1.310 -0.340 0.055
H -0.84909 1.31766 2.24980 0.546 0.658 0.032 0.028
H 0.57772 2.46012 2.49126 -0.177 -0.609 -0.460 0.104
```
Forces are in eV/Å.

Summary:
E (eV): -27003.4997
Relative energy (zero: lowest compared OMol25 entry of this formula, charge and spin) (eV): 3.274
HOMO level (alpha / beta) (eV): -6.938 / -6.940
Frontier orbital gap (alpha / beta) (eV): 7.29 / 7.29



No. 2
DFT (wB97M-V/def2-TZVPD) results for 2 unconnected molecules or ions with the total composition C8H15NO3S2 at a distorted geometry.

The geometry in XYZ format:
```
29
Properties=species:S:1:pos:R:3:forces:R:3:lowdin_charge:R:1
C -1.00029 -1.83206 -0.86054 0.234 -1.865 1.867 -0.098
C -0.82206 -0.92757 -1.90056 0.107 0.323 0.625 -0.085
C -0.39972 -1.84091 0.37373 0.268 2.361 -2.520 -0.314
C -0.80724 -0.11336 -2.77085 -0.151 0.341 -0.916 -0.134
C -0.75272 -2.79315 1.43902 -0.095 2.135 2.774 -0.048
C -0.78727 0.62928 -4.02067 -1.850 1.219 1.095 -0.105
C 1.37511 -1.04994 3.12836 -1.063 -0.476 -1.702 -0.017
C 0.56635 -0.23187 2.01303 1.689 0.490 -0.200 -0.406
N 0.55945 -0.77468 0.61314 -1.405 -0.369 1.537 0.070
O -0.52371 2.90700 0.18143 -0.800 0.488 2.436 -0.480
O 1.82560 2.29274 -0.77733 -1.040 -1.073 0.504 -0.371
O -0.71061 0.16045 2.50850 -0.156 -0.249 -0.167 -0.050
S 0.44118 4.13918 -2.20211 0.779 -0.964 -2.050 0.511
S 0.18418 2.42793 -0.94546 1.797 0.179 -2.340 0.589
H -1.63316 -2.66967 -1.13656 -0.108 -0.067 0.326 0.104
H -0.00657 5.12266 -1.50717 -0.909 0.915 1.384 -0.209
H -1.23111 -2.10145 2.32592 0.675 -1.853 -2.143 0.140
H -1.46503 -3.52401 1.06198 0.297 -0.172 0.349 0.079
H 0.17121 -3.14119 1.95329 -0.797 -0.550 -0.729 0.074
H -1.26936 1.67530 -3.88677 0.437 -1.769 -0.458 0.097
H 0.22826 0.81683 -4.22364 1.248 0.122 -1.021 0.053
H -1.31923 -0.02260 -4.73833 0.448 0.846 -0.120 0.092
H 2.46101 -1.08759 2.93548 -0.641 -0.456 -0.649 0.086
H 0.90258 -2.02075 3.35687 0.638 0.303 -0.322 0.057
H 1.36400 -0.54304 4.04555 -0.571 1.230 1.253 0.047
H 1.19884 0.65804 1.89395 -0.249 0.138 -0.002 0.121
H 2.25979 3.13725 -0.66609 0.198 0.673 0.108 0.025
H 0.41680 0.03370 -0.04225 0.190 -1.481 0.689 0.067
H -1.22627 0.67352 1.84807 0.829 -0.420 0.394 0.105
```
Forces are in eV/Å.

Summary:
E (eV): -37838.2659
Relative energy (zero: lowest compared OMol25 entry of this formula, charge and spin) (eV): 2.152
HOMO level (eV): -7.632
Frontier orbital gap (eV): 7.64



No. 3
DFT (wB97M-V/def2-TZVPD) results for a single C8H15NO5 molecule at a distorted geometry.

The geometry in XYZ format:
```
29
Properties=species:S:1:pos:R:3:forces:R:3:lowdin_charge:R:1
C -3.05486 0.12778 1.46266 0.434 -0.932 -0.059 0.009
N -1.85486 0.36524 1.09847 -0.944 0.410 -1.262 0.060
C -1.50403 0.24869 -0.41052 0.242 -1.098 1.577 -0.427
O -2.58538 0.42477 -1.22404 -0.049 -4.269 -0.589 0.076
C -0.84972 -1.13073 -0.74491 1.680 0.845 -0.861 -0.245
O -1.57102 -2.29066 -0.49277 -0.830 -0.630 0.110 -0.008
C 0.51581 -1.25969 0.05848 -0.926 0.432 -1.054 -0.294
O 0.93920 -2.57045 -0.22691 2.151 -0.912 1.004 -0.043
C 1.51794 -0.19927 -0.41743 -0.937 0.955 -1.556 -0.302
C 2.88820 -0.18794 0.20263 0.726 -0.163 2.134 -0.060
C 0.89563 1.12808 -0.01587 -0.811 0.111 0.756 -0.325
O 1.79627 2.24560 -0.14070 -2.170 0.760 0.070 -0.042
C -0.50720 1.40350 -0.66790 1.582 0.164 2.099 -0.215
O -1.04422 2.55225 0.00901 0.251 -0.337 -0.852 -0.025
H -3.35953 0.38873 2.49003 0.339 -0.197 -0.346 0.080
H -3.81595 -0.45351 0.88248 0.633 0.865 -0.021 0.105
H -2.88244 1.27492 -1.26061 -0.998 3.853 0.121 0.064
H -0.71972 -0.96065 -1.88072 0.425 -0.685 1.395 0.185
H -0.99769 -3.10274 -0.56685 -0.431 1.625 0.081 0.125
H 0.22178 -1.17325 1.12737 0.450 0.127 -0.392 0.162
H 1.78310 -2.76825 0.28925 -1.752 0.417 -1.049 0.135
H 1.50790 -0.21372 -1.57150 0.486 -0.347 1.560 0.184
H 3.35746 -1.20924 0.26637 -0.124 1.046 -0.481 0.078
H 2.75753 0.13024 1.35905 0.447 -0.468 -2.594 0.140
H 3.51003 0.58129 -0.34500 -0.396 -1.141 0.933 0.101
H 0.71450 0.96490 1.07201 -0.196 0.452 -0.354 0.148
H 1.19219 3.02057 0.10142 1.294 -1.288 -0.513 0.127
H -0.37633 1.68718 -1.68493 -0.125 -0.223 -1.043 0.157
H -1.27422 2.07413 0.81197 -0.452 0.628 1.186 0.053
```
Forces are in eV/Å.

Summary:
E (eV): -20264.7380
Relative energy (zero: lowest compared OMol25 entry of this formula, charge and spin) (eV): 1.241
SMILES: C=N[C@]1(O)[C@H](O)[C@@H](O)[C@H](C)[C@@H](O)[C@@H]1O
HOMO level (eV): -9.895
Frontier orbital gap (eV): 10.54



No. 4
DFT (wB97M-V/def2-TZVPD) results for 2 unconnected molecules or ions with the total composition C8H15NOPS2 at a distorted geometry.

The geometry in XYZ format:
```
28
Properties=species:S:1:pos:R:3:forces:R:3:lowdin_charge:R:1
C -4.87078 -0.12856 -0.70633 -0.383 1.479 -0.068 -0.071
C -3.70576 0.81690 -0.94209 0.529 -1.496 1.320 -0.045
C -4.45418 -1.19596 -0.01957 -0.723 -2.746 -0.230 -0.084
C -2.69944 0.13192 -0.39278 1.243 1.431 -0.746 -0.009
C -2.93431 -1.19365 0.22426 -2.869 3.141 -1.590 -0.157
C 4.37713 -0.17923 -0.50174 -1.761 -5.088 -1.529 0.002
C 2.10407 -0.87980 0.03430 -0.979 -0.455 2.700 -0.165
C 1.03725 -0.65375 1.19399 0.993 -0.929 -1.368 -0.189
N 3.12396 0.10823 0.26424 2.946 0.840 -2.648 -0.084
O 0.55232 0.65990 1.13645 -0.208 0.509 1.005 -0.482
P -0.09267 1.54163 -0.09115 0.416 -0.992 0.106 0.217
S 1.47981 1.93284 -1.29718 -1.323 0.407 -0.556 0.272
S -0.54854 3.27963 0.97221 -1.387 -0.977 0.735 0.506
H -5.88493 0.22617 -0.99292 0.795 -0.845 0.229 0.124
H -3.74116 1.82471 -1.31288 0.017 0.000 -0.226 0.106
H -4.99019 -2.19423 0.22959 0.585 2.216 -0.376 0.150
H -2.85993 -1.13873 1.24090 0.814 -0.089 2.913 0.097
H -2.51765 -2.01453 -0.20817 1.544 -2.227 -1.146 0.092
H 5.02106 0.57480 -0.73526 1.714 2.345 0.449 0.073
H 4.82703 -1.19246 -0.27095 -0.080 1.536 0.790 0.136
H 4.00390 -0.49281 -1.47219 -0.228 0.388 -0.574 0.099
H 1.72045 -0.83163 -0.94817 -0.428 0.332 -0.961 0.095
H 2.62955 -1.80337 0.17389 -0.187 -0.956 0.089 0.129
H 0.19672 -1.33399 1.02186 0.282 -0.250 0.388 0.115
H 1.58476 -0.86084 2.18381 -1.219 0.543 -1.248 0.160
H 3.43964 0.07863 1.18703 -0.124 0.798 2.229 0.148
H 2.89532 1.03673 -0.19939 -1.127 0.002 1.207 0.002
H 0.30658 3.88145 0.22820 1.148 1.085 -0.894 -0.236
```
Forces are in eV/Å.

Summary:
Charge: +1
E (eV): -43024.9903
Relative energy (zero: lowest compared OMol25 entry of this formula, charge and spin) (eV): 3.958
HOMO level (alpha / beta) (eV): -11.752 / -11.876
Frontier orbital gap (alpha / beta) (eV): 6.45 / 7.68